No. 1
{"formula": "C23H39BN7OS3Yb", "method": "ωB97M-V/def2-TZVPD", "orbital_gap_ev": [8.4, 7.2], "homo_ev": [-13.8, -13.8], "total_charge": 2, "multiplicity": 2, "species": ["Yb", "C", "C", "C", "C", "N", "C", "C", "N", "B", "N", "C", "C", "N", "C", "S", "C", "C", "C", "C", "N", "C", "C", "N", "C", "S", "C", "C", "C", "C", "C", "S", "H", "H", "H", "H", "H", "H", "H", "H", "H", "H", "H", "H", "H", "H", "H", "H", "H", "H", "H", "H", "H", "H", "H", "H", "H", "H", "H", "H", "H", "H", "H", "H", "H", "H", "C", "C", "N", "O", "H", "H", "H", "H", "H"], "xyz": [[-0.7133, -0.4883, -0.9298], [-3.6818, -0.5967, 3.0088], [-3.4664, 0.9035, 2.8752], [-3.6676, 1.5357, 4.2534], [-4.4425, 1.4789, 1.8521], [-2.0770, 1.2795, 2.4023], [-1.6972, 2.6071, 2.4298], [-0.4436, 2.6890, 1.9508], [-0.0359, 1.4170, 1.6158], [1.4298, 1.2729, 1.0859], [1.5943, 1.8144, -0.3742], [2.8893, 2.0284, -0.7916], [2.8526, 2.4825, -2.0589], [1.5298, 2.5555, -2.4381], [0.7735, 2.1384, -1.3967], [-0.9760, 2.0236, -1.3976], [1.0714, 3.0450, -3.7978], [0.3621, 1.9043, -4.5248], [0.1778, 4.2702, -3.6160], [2.2962, 3.4534, -4.6097], [2.0140, -0.1610, 1.2218], [2.4672, -0.5388, 2.4672], [2.8931, -1.8131, 2.3893], [2.7067, -2.2360, 1.0888], [2.1607, -1.2156, 0.3923], [1.7432, -1.2790, -1.3106], [3.1020, -3.6111, 0.5924], [4.1572, -3.4676, -0.5008], [3.7110, -4.3926, 1.7537], [1.8524, -4.3486, 0.1161], [-1.0498, 0.5639, 1.8887], [-0.9834, -1.1531, 1.5611], [-4.6674, -0.7313, 3.4546], [-3.6721, -1.1073, 2.0498], [-2.9516, -1.0652, 3.6660], [-4.6527, 1.2536, 4.6224], [-2.9230, 1.1736, 4.9621], [-3.6347, 2.6229, 4.2334], [-5.4614, 1.2248, 2.1440], [-4.3756, 2.5645, 1.7871], [-4.2503, 1.0635, 0.8600], [-2.3425, 3.3791, 2.8018], [0.2044, 3.5388, 1.8324], [2.0990, 1.9745, 1.7862], [3.7259, 1.8529, -0.1392], [3.6561, 2.7758, -2.7040], [-0.5740, 1.6328, -4.0434], [0.1320, 2.2278, -5.5396], [1.0107, 1.0287, -4.5930], [-0.7488, 4.0394, -3.0988], [0.7058, 5.0525, -3.0703], [-0.0782, 4.6616, -4.6001], [2.9668, 2.6159, -4.8029], [1.9421, 3.8145, -5.5739], [2.8496, 4.2677, -4.1426], [2.4646, 0.1454, 3.2963], [3.3312, -2.4366, 3.1423], [5.0319, -2.9394, -0.1203], [4.4739, -4.4641, -0.8074], [3.7855, -2.9506, -1.3807], [4.6170, -3.9227, 2.1358], [3.0047, -4.5457, 2.5699], [3.9904, -5.3749, 1.3767], [1.4334, -3.9066, -0.7835], [2.1209, -5.3808, -0.1074], [1.0957, -4.3614, 0.9032], [-2.9209, -3.4797, -0.9174], [-3.4951, -2.1214, -1.1468], [-4.7998, -1.9548, -1.1100], [-2.7463, -1.1228, -1.3463], [-3.6674, -4.2685, -0.9601], [-2.4610, -3.4844, 0.0749], [-2.1502, -3.6795, -1.6620], [-5.4236, -2.7345, -0.9774], [-5.1945, -1.0395, -1.2711]], "atomic_forces_ev_per_a": [[-0.150, 0.302, 0.331], [-0.010, -0.018, 0.004], [0.071, 0.020, -0.024], [-0.046, 0.011, 0.001], [-0.052, 0.001, 0.000], [0.039, -0.026, 0.001], [0.049, 0.044, -0.004], [-0.077, -0.002, 0.001], [0.069, -0.025, 0.057], [-0.025, -0.012, -0.079], [-0.002, 0.027, -0.015], [0.031, 0.007, -0.053], [0.011, 0.011, 0.055], [-0.006, -0.008, -0.006], [-0.060, -0.014, -0.074], [0.084, -0.120, 0.147], [-0.022, -0.014, 0.075], [-0.014, 0.025, -0.027], [0.006, -0.023, -0.019], [0.008, 0.003, -0.028], [-0.001, -0.028, -0.025], [0.011, -0.023, 0.031], [-0.001, 0.024, 0.014], [0.012, 0.031, -0.006], [-0.038, -0.105, -0.138], [-0.156, 0.087, 0.039], [-0.026, 0.058, 0.028], [0.000, -0.036, -0.008], [0.007, -0.012, -0.004], [0.001, -0.024, -0.004], [0.000, -0.049, -0.073], [0.057, 0.096, -0.030], [0.008, -0.010, 0.000], [0.003, -0.004, -0.022], [0.018, 0.002, 0.006], [0.002, -0.003, 0.007], [0.013, -0.006, -0.003], [0.001, 0.005, 0.004], [0.000, 0.006, -0.003], [0.010, 0.006, -0.002], [0.010, -0.016, 0.006], [0.006, 0.021, -0.005], [-0.001, 0.014, 0.008], [0.016, 0.017, 0.000], [0.020, 0.002, -0.003], [0.030, 0.002, -0.010], [-0.004, -0.005, -0.003], [-0.003, -0.004, 0.001], [0.013, -0.001, 0.013], [-0.016, -0.002, 0.018], [0.008, 0.004, 0.009], [-0.001, 0.000, -0.001], [0.007, -0.014, 0.010], [0.009, -0.004, 0.005], [0.004, 0.008, 0.015], [0.005, -0.001, 0.017], [0.002, 0.003, 0.028], [0.003, 0.009, 0.004], [0.011, -0.001, -0.006], [-0.014, 0.009, -0.004], [0.007, 0.006, 0.006], [-0.016, 0.005, 0.001], [0.002, 0.005, 0.001], [-0.004, 0.008, -0.013], [0.000, 0.005, -0.012], [0.000, 0.004, 0.010], [-0.011, -0.018, 0.013], [-0.186, 0.108, -0.009], [0.072, -0.032, -0.045], [0.240, -0.351, -0.205], [-0.007, 0.004, 0.007], [0.010, -0.001, -0.015], [-0.007, -0.001, 0.010], [-0.018, 0.009, -0.005], [-0.012, 0.004, 0.001]]}

***

No. 2
{"formula": "C23H39Cl9NO5S", "method": "ωB97M-V/def2-TZVPD", "orbital_gap_ev": 6.5, "homo_ev": -5.0, "total_charge": -1, "multiplicity": 1, "species": ["C", "C", "C", "O", "C", "C", "C", "C", "S", "O", "C", "O", "C", "C", "C", "C", "C", "C", "N", "C", "C", "C", "C", "Cl", "C", "O", "O", "H", "H", "H", "H", "H", "H", "H", "H", "H", "H", "H", "H", "H", "H", "H", "H", "H", "H", "H", "H", "H", "H", "H", "H", "H", "H", "H", "H", "H", "H", "H", "C", "Cl", "Cl", "H", "H", "C", "Cl", "Cl", "H", "H", "C", "Cl", "Cl", "H", "H", "C", "Cl", "Cl", "H", "H"], "xyz": [[3.3759, -1.9422, 0.8897], [2.8424, -0.4072, 0.6627], [1.2141, -0.4757, 0.3261], [0.5112, 0.7863, 0.4334], [-0.0559, 1.3126, -0.7991], [1.1855, 1.8528, -1.6936], [1.8051, 3.3324, -1.2148], [2.6951, 3.2619, 0.1584], [1.7371, 3.5714, 1.7455], [-0.7206, 2.5452, -0.2480], [-2.0570, 2.2975, 0.3152], [-2.6787, 3.2498, 1.0021], [-2.4830, 0.8161, -0.2380], [-2.4275, -0.2540, 1.0099], [-2.3842, 0.4667, 2.5161], [-4.0989, 0.6702, -0.6471], [-5.1412, 1.2003, 0.4832], [-5.9241, 2.6414, 0.1559], [-5.5097, 0.5812, 1.6509], [-1.3924, 0.6251, -1.5046], [-1.4319, -0.9815, -1.7891], [-0.8329, -1.5288, -3.1951], [0.6497, -1.0673, -3.6382], [-0.9335, -3.4081, -3.1586], [-1.7905, 1.6186, -2.7910], [-1.2816, 1.4622, -4.0458], [-2.6707, 2.8094, -2.7129], [3.1696, -2.2430, 2.0159], [4.5292, -2.0651, 0.6424], [2.7954, -2.7346, 0.2237], [3.0482, 0.2898, 1.5944], [3.4053, 0.0320, -0.2934], [0.7638, -1.2030, 1.1587], [1.1270, -1.0536, -0.6832], [2.1473, 1.1444, -1.7077], [0.9500, 2.0195, -2.8511], [2.5828, 3.5932, -2.0836], [1.0106, 4.1947, -1.2543], [3.4845, 4.1560, 0.0864], [3.3749, 2.2823, 0.1892], [2.4127, 2.7682, 2.7193], [-3.3231, -1.0074, 1.0545], [-1.4427, -0.9289, 1.0207], [-2.4708, -0.4096, 3.3183], [-3.1885, 1.3004, 2.6587], [-1.3214, 0.9385, 2.6539], [-4.3721, 1.1767, -1.6609], [-4.3318, -0.4915, -0.8013], [-5.2298, 3.4314, -0.3594], [-6.7961, 2.3284, -0.5983], [-6.4858, 3.0708, 1.1055], [-6.2116, 1.1661, 2.1932], [-0.9441, -1.6578, -0.9463], [-2.5778, -1.3231, -1.7921], [-1.5925, -1.1945, -4.0528], [1.1804, -2.0070, -4.1490], [1.3760, -0.6946, -2.8087], [0.6508, -0.2320, -4.4908], [5.7119, -1.7020, 4.1774], [4.8254, -3.2122, 3.9356], [5.1441, -0.4468, 3.0696], [5.5632, -1.3629, 5.2055], [6.7748, -1.8807, 3.9979], [-5.4356, 3.3955, -4.9821], [-6.5862, 2.1924, -4.3874], [-5.0993, 3.1585, -6.7014], [-5.8568, 4.3932, -4.8363], [-4.5025, 3.3033, -4.4210], [-1.1268, -6.6516, -0.4829], [0.3703, -6.4242, 0.4292], [-0.8631, -6.3963, -2.2122], [-1.4885, -7.6707, -0.3248], [-1.8724, -5.9363, -0.1272], [8.9994, -2.8536, 6.4852], [8.1290, -4.3883, 6.3751], [8.5837, -1.7884, 5.1371], [8.7336, -2.3603, 7.4234], [10.0738, -3.0516, 6.4640]], "atomic_forces_ev_per_a": [[-0.283, -0.281, 0.356], [-0.253, -0.130, -1.013], [1.210, -1.757, 1.086], [-0.144, -1.743, -1.765], [-0.352, 2.189, 0.363], [1.062, 1.219, -1.439], [0.501, -0.645, -0.661], [1.907, 0.665, -1.042], [0.937, -1.092, 0.356], [-1.999, -1.299, 0.987], [-0.843, 3.830, 0.525], [3.852, -6.206, -4.182], [-1.342, 0.396, 0.807], [1.349, -0.644, 1.909], [0.684, -0.481, -0.261], [-0.655, -0.540, -0.311], [-2.072, 0.814, 3.128], [-0.369, -1.059, -0.720], [1.264, 1.971, -4.125], [-0.705, -0.485, 1.356], [-0.360, -1.303, -0.434], [-0.809, 1.804, -1.085], [1.102, -0.567, -1.427], [0.079, 1.599, 0.155], [-1.852, 5.091, -5.766], [-1.456, -0.938, 6.499], [3.779, -6.354, 1.431], [0.560, 0.554, -2.455], [-2.490, 0.355, 0.670], [1.081, 1.837, 1.201], [-0.496, -1.502, -1.966], [-1.201, -0.783, 2.150], [0.817, 1.511, -1.712], [-0.074, 1.394, 1.656], [-2.418, 1.160, 0.392], [-0.103, -0.595, 2.643], [-1.562, -0.583, 1.904], [1.442, -1.880, 0.441], [-1.711, -1.896, 0.141], [-1.863, 2.017, -0.006], [-0.596, 0.931, -1.621], [1.580, 1.701, -0.534], [-2.099, 1.591, -0.324], [-0.051, 1.971, -1.684], [1.502, -1.839, -0.256], [-1.966, -0.745, -0.271], [0.749, -0.524, 1.972], [0.666, 2.491, 0.490], [-1.301, -1.599, 1.083], [1.921, 0.804, 1.376], [1.514, -0.940, -1.836], [1.118, -0.573, -1.226], [-0.908, 1.851, -1.576], [2.485, 0.889, -0.027], [1.857, -0.815, 1.922], [-1.130, 1.957, 1.214], [-1.613, -0.754, -1.218], [-0.484, -1.721, 2.163], [0.083, 0.084, -0.053], [0.113, -0.141, 0.205], [0.235, 0.207, 0.270], [-0.046, -0.101, -0.293], [-1.014, -0.019, -0.244], [0.354, 0.367, 0.337], [-0.083, -0.008, 0.115], [0.009, 0.082, -0.093], [-0.022, -0.333, -0.140], [-0.037, -0.205, -0.050], [-0.352, -0.067, 0.013], [-0.032, -0.022, 0.121], [-0.106, -0.357, 0.127], [0.214, 0.247, -0.075], [0.296, -0.072, -0.141], [0.283, -0.046, 0.343], [0.056, 0.039, 0.077], [0.956, 0.131, 0.484], [-0.046, -0.113, -0.320], [-0.318, 0.015, -0.113]]}

***

No. 3
{"formula": "C23H39N2O7", "method": "ωB97M-V/def2-TZVPD", "relative_energy_ev": 2.4679, "orbital_gap_ev": 4.9, "homo_ev": -3.8, "total_charge": -1, "multiplicity": 1, "species": ["C", "C", "C", "O", "C", "N", "N", "C", "O", "O", "C", "C", "C", "O", "H", "H", "H", "H", "H", "H", "H", "H", "H", "H", "H", "H", "H", "H", "C", "C", "O", "C", "C", "C", "O", "C", "C", "C", "C", "C", "C", "C", "C", "C", "C", "O", "H", "H", "H", "H", "H", "H", "H", "H", "H", "H", "H", "H", "H", "H", "H", "H", "H", "H", "H", "H", "H", "H", "H", "H", "H"], "xyz": [[-3.9935, -0.0168, 1.1955], [-3.0503, -0.7404, 2.1369], [-3.5982, -2.0566, 2.5957], [-2.7883, 0.1738, 3.2516], [-1.6271, 0.0011, 3.9198], [-1.3445, 1.1417, 4.6836], [-0.0907, 1.3177, 5.0339], [0.6965, 1.4280, 3.8803], [0.2819, 1.4676, 2.7292], [2.0077, 1.5513, 4.2159], [3.0079, 1.5012, 3.1392], [4.3518, 1.6590, 3.8191], [2.7928, 2.5134, 2.0601], [-0.9410, -1.0085, 3.8809], [-4.1968, -0.6325, 0.3135], [-4.9558, 0.2012, 1.6871], [-3.5589, 0.9240, 0.8397], [-2.0820, -0.8848, 1.6430], [-3.8284, -2.6695, 1.7202], [-2.8501, -2.5949, 3.1792], [-4.5185, -1.9335, 3.1801], [2.9382, 0.4957, 2.7052], [5.1647, 1.5197, 3.0976], [4.4692, 2.6723, 4.2279], [4.4897, 0.9284, 4.6266], [3.5682, 2.4053, 1.2960], [1.8113, 2.3676, 1.5989], [2.8834, 3.5249, 2.4785], [-3.8417, 3.5953, 4.0355], [-3.3991, 2.4706, 4.8911], [-3.0651, 2.8758, 6.1640], [-2.5924, 1.7845, 6.8888], [-1.4558, 2.1811, 7.6798], [-0.6912, 1.2197, 8.4331], [0.1156, 1.6229, 9.2939], [-0.8240, -0.2900, 8.2387], [0.3683, -1.0014, 7.6135], [1.7573, -0.6929, 8.2110], [2.6225, 0.2010, 7.3045], [3.1294, 1.4956, 7.9567], [3.1840, 2.6943, 7.0028], [1.8039, 3.1777, 6.5555], [1.1256, 4.1299, 7.5225], [-0.3328, 4.4227, 7.1242], [-1.3460, 3.6518, 7.9749], [-3.1306, 0.6875, 6.7606], [-4.2235, 3.1850, 3.0969], [-4.6305, 4.1976, 4.5044], [-2.9917, 4.2465, 3.8102], [-4.0573, 1.6012, 4.9050], [-2.1790, 1.9669, 4.5649], [-0.9847, -0.6947, 9.2488], [-1.7067, -0.4944, 7.6238], [0.2037, -2.0787, 7.7462], [0.3620, -0.8249, 6.5290], [1.6513, -0.2645, 9.2176], [2.2811, -1.6582, 8.3052], [3.4968, -0.4013, 6.9991], [2.0874, 0.4374, 6.3700], [2.4865, 1.7533, 8.8147], [4.1469, 1.3068, 8.3374], [3.7036, 3.5213, 7.5054], [3.7626, 2.4408, 6.1058], [1.8778, 3.6761, 5.5735], [1.1331, 2.3230, 6.3842], [1.1689, 3.7099, 8.5372], [1.7014, 5.0706, 7.5192], [-0.5012, 5.5041, 7.2585], [-0.4999, 4.1992, 6.0580], [-2.3309, 4.0993, 7.8021], [-1.0691, 3.7571, 9.0329]], "atomic_forces_ev_per_a": [[-0.223, 0.342, 0.002], [0.564, 0.676, 0.142], [-0.071, -0.552, 0.239], [-0.411, -0.411, -0.533], [0.234, 0.131, -0.490], [0.919, -3.308, 0.602], [-0.101, 1.472, -1.163], [0.392, -0.073, -0.366], [0.189, -0.137, 0.521], [0.028, -0.118, -0.779], [-0.371, -0.817, 0.618], [0.334, 0.052, 0.135], [-0.207, 0.663, -0.409], [-0.803, 1.097, 0.094], [0.040, -0.028, 0.155], [0.310, -0.069, -0.107], [-0.051, -0.123, 0.170], [-0.137, -0.080, 0.065], [-0.054, 0.025, -0.005], [-0.146, 0.101, 0.112], [0.203, 0.031, -0.056], [-0.055, 0.057, 0.054], [-0.186, -0.068, -0.042], [-0.120, -0.265, -0.061], [-0.117, 0.213, -0.171], [0.030, -0.050, 0.079], [0.385, 0.250, 0.099], [-0.155, -0.106, -0.119], [0.365, 0.287, -0.733], [-1.204, 1.030, 1.670], [-0.321, -0.032, -2.234], [1.821, -1.284, 2.425], [-1.905, -0.572, -0.408], [0.502, 0.276, 0.285], [-0.182, -0.201, -0.162], [-0.621, 0.244, -0.005], [0.311, -0.283, 0.028], [0.020, -0.379, -0.277], [0.236, 0.028, -0.196], [0.155, 0.125, 0.169], [-0.073, 0.064, -0.111], [-0.188, -0.238, -0.106], [0.291, 0.220, -0.111], [0.281, 0.308, 0.308], [0.138, 0.140, -0.040], [-0.490, 0.547, -0.322], [0.049, 0.136, 0.033], [0.150, -0.211, 0.075], [-0.185, 0.110, -0.001], [0.599, -0.276, -0.189], [-0.356, 0.182, -0.408], [-0.018, 0.096, -0.137], [0.237, -0.061, 0.359], [-0.216, 0.111, -0.111], [0.101, 0.012, 0.219], [0.045, -0.070, -0.311], [-0.121, 0.232, 0.191], [-0.169, 0.284, -0.092], [0.078, -0.079, 0.446], [0.196, -0.105, -0.268], [-0.244, 0.144, 0.131], [0.072, -0.008, -0.073], [-0.039, -0.016, 0.421], [0.022, -0.077, 0.227], [0.394, 0.401, 0.211], [-0.119, 0.159, -0.182], [-0.090, -0.122, 0.154], [-0.165, -0.212, -0.059], [0.097, 0.048, 0.218], [0.236, 0.047, 0.341], [-0.112, 0.086, -0.163]]}

***

| no. | energy (eV) |
| --- | --- |
| 1 | -101668.7749 |
| 2 | -159739.3467 |
| 3 | -41794.3488 |